1.
71
Properties=species:S:1:pos:R:3:forces:R:3 method="wB97M-V/def2-TZVPD" spin_multiplicity=1 homo_lumo_gap_ev=5.06 homo_ha=-0.275
H -1.336 -1.956 -0.420 0.3351 -0.0373 0.1332
H 2.195 -1.949 -6.098 0.0144 0.0000 0.0430
C -0.248 -4.328 -0.279 0.5476 0.7805 -0.1789
C -3.238 -1.665 -3.765 -0.0026 0.0698 0.2096
H 2.093 2.798 -2.864 -0.1475 0.0101 0.1298
H 3.256 0.797 -5.316 -0.1034 -0.0364 -0.0499
C 1.340 4.691 -2.189 -0.0791 -0.0583 -0.1537
Cl -2.251 0.819 0.308 -0.3277 -0.2904 0.2935
C 2.565 -4.341 -0.176 0.0331 -0.2196 0.0214
C 0.461 -3.070 -0.228 0.3058 -1.1104 -0.2830
H -4.914 -1.067 -4.990 0.1790 0.0213 -0.0772
H 2.300 5.032 -1.792 -0.0569 0.0409 -0.0699
H -4.295 1.022 -3.915 0.0497 -0.0107 -0.0630
H -1.212 2.865 -0.781 0.1256 0.1574 -0.3157
H -1.427 5.123 -2.828 0.0191 0.0331 0.0572
H -0.296 -1.160 3.889 0.3487 0.4338 -0.1920
C 0.440 -5.525 -0.285 0.1152 -0.3351 0.1339
H 0.341 5.208 -0.343 -0.0003 -0.0445 -0.0424
C 1.849 -5.550 -0.220 -0.4410 0.6737 -0.0645
H 2.466 -2.178 -0.167 -0.2310 -0.2791 -0.0478
H 0.955 1.609 -5.133 0.0488 -0.2757 -0.0006
C -1.799 -1.248 -3.459 -0.2262 0.2350 -0.3026
H -3.257 -2.731 -4.015 -0.1192 0.0582 -0.0129
C -1.222 3.240 -1.816 0.0799 0.1084 0.2627
C -2.208 1.059 -4.400 -0.1192 -0.1661 -0.1667
C 1.904 -3.120 -0.184 -0.7090 0.0853 0.1908
H -1.955 5.146 -1.145 0.0930 0.0184 -0.1281
H 1.286 5.020 -3.235 0.0370 0.0558 0.0201
H -1.339 -4.295 -0.306 0.3036 -0.0893 -0.0484
H -0.197 2.822 -3.685 0.0204 0.1646 0.2205
H -2.148 2.140 -4.220 -0.0436 -0.2592 -0.0302
H 2.369 0.369 -6.781 0.1636 -0.0707 0.0174
H -3.965 1.205 -5.635 -0.0944 -0.1035 0.0253
H -1.179 -1.474 -4.339 -0.1353 0.0160 0.2171
C 2.775 -1.763 -4.028 0.0415 0.1093 0.1178
H 1.589 2.761 -1.192 -0.1639 0.1914 -0.1868
C 1.437 -1.383 -3.400 0.0798 0.1308 -0.1166
H 3.578 -1.277 -3.455 -0.0993 -0.0910 -0.0352
C -1.176 4.771 -1.818 0.0430 -0.0695 -0.1928
C -0.058 2.619 -2.608 -0.1261 -0.3985 -0.2813
C 2.855 -1.315 -5.494 -0.0452 -0.0845 -0.0833
H -1.400 -1.816 -2.607 -0.0451 0.0744 -0.2230
C -0.252 -1.850 -0.243 -0.2134 -1.1814 -0.2951
H -2.425 0.470 -2.333 0.1239 -0.0822 -0.3798
H -1.559 0.844 -5.261 -0.1430 0.0347 0.1397
H 3.658 -4.362 -0.132 -0.4021 0.0292 -0.0391
H -2.193 2.919 -2.221 0.2653 -0.0182 0.1008
C 0.189 5.342 -1.420 -0.0662 -0.0868 0.0475
H 1.394 -1.667 -2.339 0.1229 0.1685 -0.3260
C -3.843 -0.840 -4.905 0.0760 0.0330 -0.1197
Cl 2.698 0.421 -0.464 0.3274 -0.3252 0.0878
H -0.119 -6.461 -0.336 0.2232 0.2514 0.0544
H -3.839 -1.532 -2.857 0.0226 -0.0103 -0.0602
H -0.064 0.365 3.874 0.1886 -0.4419 -0.2600
Pb 0.293 0.064 0.770 0.3224 1.9238 -0.4516
H 2.921 -2.846 -3.947 0.1085 0.0851 -0.0966
C 1.313 3.160 -2.180 -0.0289 0.0209 0.1889
H 2.119 0.615 -3.095 -0.1304 -0.1716 -0.2049
H 0.309 -0.002 -5.502 0.2046 0.1039 0.1068
H -3.372 -1.144 -5.848 -0.0319 -0.0245 0.0130
H 3.875 -1.475 -5.863 -0.1794 -0.0006 -0.0319
P -0.112 0.765 -2.447 0.0060 -0.5736 0.3845
C 1.239 0.132 -3.554 -0.4397 0.3287 0.6250
C -1.745 0.258 -3.184 0.3447 0.3973 0.5971
H 2.376 -6.507 -0.208 -0.1643 0.3397 -0.0299
H 0.631 -1.925 -3.913 0.2440 0.0847 0.1023
C 1.144 0.530 -5.020 0.2086 -0.1467 -0.1600
O 0.256 -0.467 3.478 -0.6296 -0.2191 0.9214
C -3.650 0.672 -4.733 -0.1239 0.0493 0.1548
H 0.192 6.422 -1.614 0.0341 -0.1246 0.1371
C 2.459 0.152 -5.712 0.0622 0.1181 0.0468

2.
17
Properties=species:S:1:pos:R:3:forces:R:3 method="wB97M-V/def2-TZVPD" charge=+1 spin_multiplicity=1 homo_lumo_gap_ev=10.58 homo_ha=-0.538 e_above_lowest_ev=3.309
C -0.969 -1.154 -1.102 3.7120 2.4174 -1.0063
H 0.585 1.295 -1.849 -0.5707 0.5980 2.0085
H -0.174 -1.401 -1.847 -0.6784 -0.0522 0.5222
H -1.633 -0.480 -1.585 -1.1625 0.1447 -0.6590
H -0.697 1.972 -0.311 -1.4610 0.9712 0.1993
H -1.354 0.466 2.800 -3.5133 0.9623 1.6541
H -1.212 -1.260 1.398 -0.6815 -1.3135 -0.3096
N -0.663 -0.469 1.167 -0.2990 -0.8674 -1.1624
H 0.105 1.223 2.048 -1.0649 -0.8844 0.8145
H 0.232 -0.284 3.126 -1.7349 1.2072 -1.9396
O 2.218 -0.102 -1.724 -0.4733 0.2143 -2.6450
H -1.345 -1.961 -0.620 -1.6105 -2.6245 0.8675
H 2.768 0.091 -1.001 1.5619 0.2990 1.4012
H 2.437 0.585 -2.415 -0.1069 -1.2533 1.0702
C -0.364 -0.266 -0.077 0.4984 1.9411 0.9579
C -0.487 0.298 2.337 7.2518 0.2944 0.5718
P 0.549 1.449 -0.345 0.3327 -2.0544 -2.3454

3.
17
Properties=species:S:1:pos:R:3:forces:R:3 method="wB97M-V/def2-TZVPD" charge=+1 spin_multiplicity=1 homo_lumo_gap_ev=9.58 homo_ha=-0.471 e_above_lowest_ev=5.692
H -2.685 -1.374 -0.682 -0.6656 -0.2643 -0.8531
H -0.815 1.691 0.144 -0.0875 2.3962 -0.0098
H 2.911 -1.035 0.261 -0.4626 1.0620 -0.5783
C 2.670 0.050 0.401 2.3001 -0.4512 -1.5656
H 1.258 1.498 -0.097 1.2808 -0.2323 -1.2363
H -4.207 -0.647 0.225 2.9184 0.0420 -0.3540
H 3.570 0.673 0.265 -0.1374 -0.5150 -0.0967
O -0.267 -0.163 0.673 -1.3455 -0.2701 0.8633
H 1.946 0.560 -1.511 0.0329 1.2723 1.1490
H -2.484 -1.304 1.019 -1.6678 1.9122 -1.5913
H 2.447 0.139 1.403 -1.2515 0.4327 2.0715
O -2.436 0.537 -0.160 -0.0881 0.6673 0.8514
C -3.028 -0.724 0.104 -0.5077 -2.7637 2.4661
C 0.339 -0.179 -0.599 -2.0504 3.7105 1.5730
H 0.351 -1.087 -1.092 0.3517 -1.6700 -0.8066
N 1.645 0.619 -0.508 -2.0163 -2.0848 -0.1298
C -1.216 0.745 0.153 3.3967 -3.2440 -1.7530

4.
35
Properties=species:S:1:pos:R:3:forces:R:3 method="wB97M-V/def2-TZVPD" spin_multiplicity=1 homo_lumo_gap_ev=9.16 homo_ha=-0.320 e_above_lowest_ev=0.596 smiles=C[C@H](CCN)NCN.O.O.O.O
H 2.114 1.305 -0.245 0.1203 -0.2258 -0.1038
O -1.689 -1.554 -0.753 0.0821 -0.0945 -0.2672
H -0.727 2.150 -0.356 -0.2839 0.3874 -0.0740
H -0.323 -0.455 0.873 -0.0970 -0.1388 0.3851
H 0.936 -1.020 3.113 -0.0849 0.0620 0.0181
O -1.040 -0.688 -3.651 -0.4733 0.2605 0.2092
H 0.460 2.930 -1.449 -0.1991 0.1004 0.2690
N 0.202 0.854 -1.699 0.1499 0.8322 0.5532
C 0.964 1.035 1.487 -0.9778 0.8128 -0.4033
H 0.551 -3.076 1.034 0.0503 0.2871 -0.2957
H -3.153 0.301 -1.452 0.2490 -0.2450 0.3414
H -0.843 -1.204 -1.071 -0.2527 0.1122 0.1328
H -1.587 -2.493 -0.950 -0.1275 -0.0254 0.1886
H -2.651 0.678 -0.029 -0.0450 -0.3980 -0.2967
H -1.086 1.942 1.742 0.1446 -0.0718 -0.2734
N 0.655 -0.342 1.109 0.3512 0.3001 -0.2540
C 0.252 2.070 -0.809 0.2562 -0.7562 -0.5593
H -0.864 0.212 -3.318 0.3978 -0.2247 0.0228
N 0.490 -2.618 1.925 0.1512 -0.3950 0.6048
H 0.632 -1.845 -2.312 -0.3231 0.0175 0.1015
H 1.845 1.067 2.131 0.0539 -0.3848 0.0024
H 0.536 0.136 -1.062 0.1163 -0.4774 -0.2895
H -1.837 -0.862 -3.128 0.1366 -0.4618 -0.2395
H -0.432 -2.677 2.320 -0.1633 0.0251 -0.1214
C 1.105 -1.340 2.076 -0.0585 -0.0291 -0.2122
H -0.476 0.948 3.063 -0.1773 -0.0594 -0.0482
H 0.936 0.932 -2.403 -0.0124 0.0575 0.2313
H 0.164 2.521 2.852 0.0080 0.4474 -0.1129
H 1.838 -2.541 -1.814 0.0750 -0.1071 0.4194
H 1.908 2.758 0.523 -0.7460 0.4143 0.2617
C 1.324 1.872 0.253 1.3656 -0.1883 -0.2018
C -0.186 1.663 2.288 0.3443 -0.3982 0.8958
O -3.202 0.967 -0.762 -0.3139 0.7033 0.0619
H 2.189 -1.425 1.956 0.0303 -0.0822 0.0087
O 0.997 -2.200 -1.482 0.2530 -0.0563 -0.9545